No. 1
ORCA calculation (ωB97M-V/def2-TZVPD) on 2 unconnected molecules or ions with the total composition C2H5N3O2S2 in a non-equilibrium geometry.

Atoms and positions in Å:
C (-2.252, 0.068, 0.274)
C (0.217, 0.638, -1.876)
N (-2.145, 0.023, -0.883)
N (1.161, 0.124, -1.264)
N (1.864, -1.274, 0.809)
O (2.650, 0.944, 0.523)
O (0.271, 0.589, 1.143)
S (-2.705, 0.379, 1.867)
S (1.444, 0.231, 0.379)
H (-4.128, 0.534, 2.163)
H (-0.653, 0.937, -1.369)
H (0.096, 0.401, -2.942)
H (2.869, -1.629, 0.797)
H (1.311, -1.965, 0.380)

Summary:
Highest occupied orbital energy (alpha / beta)   -6.44 / -10.06 eV
2S+1   3
Relative energy (zero: lowest compared OMol25 entry of this formula, charge and spin)   3.8 kJ/mol
F_max   2.83 eV Å⁻¹
Orbital gap (alpha / beta)   0.254 / 0.221 Eh



No. 2
ORCA calculation (ωB97M-V/def2-TZVPD) on 2 unconnected molecules or ions with the total composition C2H5N3O3 in a non-equilibrium geometry.

Atoms and positions in Å:
N (-1.961, 1.367, -0.280)
C (-0.795, 0.746, 0.264)
N (-0.789, 0.153, 1.532)
N (0.192, 0.342, -0.469)
O (1.165, -0.316, 0.177)
H (-2.748, 1.433, 0.396)
H (-2.100, 1.146, -1.269)
H (-1.231, 0.707, 2.366)
H (0.246, -0.152, 1.571)
H (0.118, 0.452, -1.455)
O (1.825, -2.664, -1.410)
C (2.585, -1.930, -0.898)
O (3.493, -1.281, -0.527)

Summary:
Highest occupied orbital energy   -8.19 eV
SMILES   NC(N)=[NH+][O-].O=C=O
Relative energy (zero: lowest compared OMol25 entry of this formula, charge and spin)   130.2 kJ/mol
F_max   3.39 eV Å⁻¹
Orbital gap   0.315 Eh



No. 3
ORCA calculation (ωB97M-V/def2-TZVPD) on 2 unconnected molecules or ions with the total composition C2H5N3OS in a non-equilibrium geometry.

Atoms and positions in Å:
C (0.364, -0.293, 0.058)
C (-2.338, -0.512, 0.069)
H (2.062, 0.875, 0.761)
H (1.670, 2.530, -0.729)
H (-0.613, 1.547, 0.307)
H (-0.780, -2.034, 1.146)
H (-2.960, -1.507, 0.023)
N (1.276, 2.063, 0.337)
N (0.261, 1.068, -0.035)
N (-0.938, -0.940, 0.513)
O (-2.627, 0.628, -0.467)
S (1.830, -1.059, -0.265)

Summary:
Highest occupied orbital energy   -9.10 eV
Relative energy (zero: lowest compared OMol25 entry of this formula, charge and spin)   644.4 kJ/mol
F_max   6.83 eV Å⁻¹
Orbital gap   0.328 Eh



No. 4
ORCA calculation (ωB97M-V/def2-TZVPD) on C2H5N3OS in the gas phase in a non-equilibrium geometry.

Atoms and positions in Å:
H (-2.562, -0.468, -0.541)
N (-1.603, -0.148, -0.460)
C (-0.844, 0.018, 0.484)
N (-1.191, -0.073, 1.866)
O (0.442, 0.193, 0.290)
N (0.799, 0.834, -0.993)
C (2.036, 0.235, -1.359)
S (3.197, -0.208, -0.287)
H (-0.430, -0.096, 2.735)
H (-2.094, -0.392, 2.121)
H (-0.066, 0.059, -1.479)
H (2.317, 0.047, -2.377)

Summary:
Highest occupied orbital energy   -8.59 eV
SMILES   [H]/N=C(\N)ONC=S
Relative energy (zero: lowest compared OMol25 entry of this formula, charge and spin)   470.9 kJ/mol
F_max   6.21 eV Å⁻¹
Orbital gap   0.319 Eh



No. 5
ORCA calculation (ωB97M-V/def2-TZVPD) on 2 unconnected molecules or ions with the total composition C2H5N3OS in a non-equilibrium geometry.

Atoms and positions in Å:
C (0.903, -1.869, 1.392)
N (1.082, -0.691, 1.687)
N (1.148, 0.541, 1.604)
S (1.777, 1.732, 2.330)
H (0.210, -2.561, 1.820)
H (1.521, -2.526, 0.864)
N (-1.577, 1.221, -2.184)
C (-0.704, 0.878, -1.124)
O (0.121, 0.040, -1.327)
H (-2.552, 1.286, -1.950)
H (-1.338, 0.547, -2.917)
H (-0.593, 1.402, -0.193)

Summary:
Highest occupied orbital energy   -7.88 eV
SMILES   C=NN=S.NC=O
Relative energy (zero: lowest compared OMol25 entry of this formula, charge and spin)   460.7 kJ/mol
F_max   4.82 eV Å⁻¹
Orbital gap   0.292 Eh



No. 6
ORCA calculation (ωB97M-V/def2-TZVPD) on C2H5N3S in the gas phase in a non-equilibrium geometry.

Atoms and positions in Å:
H (-1.948, -0.634, 1.006)
N (-2.329, 0.062, 0.297)
C (-1.370, 0.590, -0.367)
N (0.028, 0.222, -0.104)
S (0.261, -1.423, 0.523)
C (0.984, 1.079, -0.817)
N (2.209, 1.284, -0.447)
H (2.190, 0.508, 0.286)
H (-1.591, 1.494, -1.012)
H (-0.281, -1.400, 1.921)
H (0.404, 1.807, -1.683)

Summary:
Highest occupied orbital energy   -9.58 eV
SMILES   [H]/N=C\N(S)/C=N\[H]
Relative energy (zero: lowest compared OMol25 entry of this formula, charge and spin)   328.3 kJ/mol
F_max   3.96 eV Å⁻¹
Orbital gap   0.352 Eh



No. 7
ORCA calculation (ωB97M-V/def2-TZVPD) on C2H5N3S2 in the gas phase in a non-equilibrium geometry.

Atoms and positions in Å:
C (1.676, 1.593, 0.658)
N (0.946, 1.844, -0.350)
N (-0.183, 1.126, -0.602)
C (-0.776, 0.049, 0.008)
S (-2.422, -0.111, 0.093)
N (0.070, -0.911, 0.557)
S (1.488, -1.466, -0.214)
H (1.518, 0.782, 1.392)
H (2.617, 2.204, 0.754)
H (-0.869, 1.645, -1.172)
H (-0.478, -1.677, 1.056)
H (0.926, -1.986, -1.317)

Summary:
Highest occupied orbital energy   -8.72 eV
SMILES   C=NNC(=S)NS
Relative energy (zero: lowest compared OMol25 entry of this formula, charge and spin)   262.9 kJ/mol
F_max   2.11 eV Å⁻¹
Orbital gap   0.322 Eh



No. 8
ORCA calculation (ωB97M-V/def2-TZVPD) on C2H5N3S2 in the gas phase in a non-equilibrium geometry.

Atoms and positions in Å:
H (2.160, 1.853, -0.201)
N (1.150, 1.537, -0.111)
C (1.159, 0.260, -0.088)
N (2.177, -0.632, -0.086)
N (3.460, -0.007, 0.064)
S (-0.353, -0.723, -0.075)
C (-1.556, 0.389, 0.113)
S (-3.163, 0.022, 0.024)
H (2.126, -1.482, 0.424)
H (3.658, 0.002, 1.132)
H (4.269, -0.719, -0.230)
H (-1.086, 1.380, 0.470)

Summary:
Highest occupied orbital energy   -8.59 eV
SMILES   [H]/N=C(\NN)SC=S
Relative energy (zero: lowest compared OMol25 entry of this formula, charge and spin)   297.2 kJ/mol
F_max   4.06 eV Å⁻¹
Orbital gap   0.307 Eh



No. 9
ORCA calculation (ωB97M-V/def2-TZVPD) on C2H5N3S2 in the gas phase in a non-equilibrium geometry.

Atoms and positions in Å:
N (-2.969, 0.295, 0.063)
N (-1.621, 0.563, 0.027)
C (-0.735, -0.389, -0.080)
N (-1.017, -1.755, -0.011)
C (0.746, 0.014, -0.039)
S (1.916, -1.108, -0.014)
S (0.940, 1.761, 0.029)
H (-3.247, -0.508, -0.510)
H (-3.495, 1.090, -0.249)
H (-1.877, -1.939, 0.536)
H (-0.158, -2.272, 0.199)
H (2.267, 1.714, -0.068)

Summary:
Highest occupied orbital energy   -8.58 eV
SMILES   N/N=C(\N)C(=S)S
Relative energy (zero: lowest compared OMol25 entry of this formula, charge and spin)   188.6 kJ/mol
F_max   1.85 eV Å⁻¹
Orbital gap   0.291 Eh



No. 10
ORCA calculation (ωB97M-V/def2-TZVPD) on C2H5N3S2 in the gas phase in a non-equilibrium geometry.

Atoms and positions in Å:
H (-1.529, 0.067, -0.011)
N (-1.336, -0.951, 0.221)
C (-0.094, -1.162, 0.174)
N (0.537, -2.401, 0.102)
S (1.264, 0.039, 0.200)
N (0.369, 1.525, 0.434)
C (-0.111, 2.089, -0.686)
S (-0.971, 3.525, -0.720)
H (1.538, -2.692, 0.524)
H (0.019, -3.306, 0.055)
H (0.155, 1.833, 1.358)
H (0.158, 1.433, -1.649)

Summary:
Highest occupied orbital energy   -8.76 eV
SMILES   [H]/N=C(/N)SNC=S
Relative energy (zero: lowest compared OMol25 entry of this formula, charge and spin)   200.5 kJ/mol
F_max   3.89 eV Å⁻¹
Orbital gap   0.333 Eh



No. 11
ORCA calculation (ωB97M-V/def2-TZVPD) on C2H5N3S2 in the gas phase in a non-equilibrium geometry.

Atoms and positions in Å:
C (-0.625, 0.247, 0.248)
C (0.569, -0.351, -0.228)
N (-1.219, -0.218, 1.321)
N (1.415, -0.088, -1.224)
N (-2.260, 0.428, 1.803)
S (1.573, 0.991, -2.485)
S (2.779, -1.276, -1.129)
H (-1.035, 1.115, -0.274)
H (0.867, -1.204, 0.374)
H (-2.698, 1.184, 1.280)
H (-2.809, -0.086, 2.470)
H (3.443, -0.740, -2.155)

Summary:
Highest occupied orbital energy (alpha / beta)   -7.59 / -7.59 eV
Relative energy (zero: lowest compared OMol25 entry of this formula, charge and spin)   390.6 kJ/mol
F_max   2.12 eV Å⁻¹
Orbital gap (alpha / beta)   0.258 / 0.258 Eh



No. 12
ORCA calculation (ωB97M-V/def2-TZVPD) on C2H5N3S2 in the gas phase in a non-equilibrium geometry.

Atoms and positions in Å:
H (-1.267, -1.617, -2.367)
N (-0.236, -1.557, -2.163)
C (0.020, -0.781, -1.171)
N (1.374, -0.617, -0.880)
S (2.089, 0.873, -0.460)
S (-1.190, 0.349, -0.433)
N (-0.561, 0.386, 1.152)
C (-1.293, 1.038, 2.018)
H (1.964, -1.246, -1.365)
H (2.289, 0.587, 0.833)
H (-0.903, 1.055, 3.030)
H (-2.287, 1.530, 1.806)

Summary:
Highest occupied orbital energy   -8.97 eV
SMILES   [H]/N=C(/NS)SN=C
Relative energy (zero: lowest compared OMol25 entry of this formula, charge and spin)   259.9 kJ/mol
F_max   2.81 eV Å⁻¹
Orbital gap   0.350 Eh



No. 13
ORCA calculation (ωB97M-V/def2-TZVPD) on a gas-phase ion, C2H5N4 (charge +1) in a non-equilibrium geometry.

Atoms and positions in Å:
C (0.498, 0.302, -0.149)
C (-0.741, -1.354, 0.151)
N (-0.656, -0.088, 0.509)
N (1.323, 1.154, -0.616)
N (-1.181, -2.489, -0.210)
N (1.472, 2.391, -0.170)
H (-0.554, -3.178, -0.628)
H (-2.149, -2.807, -0.100)
H (2.254, 2.903, -0.546)
H (-1.340, 0.468, 1.049)
H (1.073, 2.698, 0.711)

Summary:
Highest occupied orbital energy (alpha / beta)   -13.10 / -12.98 eV
Relative energy (zero: lowest compared OMol25 entry of this formula, charge and spin)   524.2 kJ/mol
F_max   4.79 eV Å⁻¹
Orbital gap (alpha / beta)   0.302 / 0.282 Eh
Net charge   +1



No. 14
ORCA calculation (ωB97M-V/def2-TZVPD) on 2 unconnected molecules or ions with the total composition C2H5N4 in a non-equilibrium geometry.

Atoms and positions in Å:
C (0.035, 0.782, -1.661)
C (2.139, 0.305, 1.244)
N (-1.472, -0.572, -0.310)
N (1.119, -0.221, 1.026)
N (-1.631, -1.046, 0.854)
N (-0.740, 0.217, -0.851)
H (1.023, 0.431, -2.162)
H (-0.238, 1.848, -1.855)
H (3.082, 0.811, 1.209)
H (-0.905, -0.824, 1.631)
H (-2.413, -1.732, 0.875)

Summary:
Highest occupied orbital energy   -15.39 eV
Relative energy (zero: lowest compared OMol25 entry of this formula, charge and spin)   326.2 kJ/mol
F_max   3.32 eV Å⁻¹
Orbital gap   0.410 Eh
Net charge   +1



No. 15
ORCA calculation (ωB97M-V/def2-TZVPD) on 2 unconnected molecules or ions with the total composition C2H5N4O2 in a non-equilibrium geometry.

Atoms and positions in Å:
C (1.237, 1.289, 0.593)
C (-0.540, -1.325, -0.315)
N (-1.761, -0.898, -0.111)
N (1.586, -1.478, -0.074)
N (0.589, -0.673, -0.103)
N (-2.119, 0.356, -0.201)
O (-1.491, 1.205, -0.912)
O (-3.208, 0.666, 0.419)
H (2.141, 1.151, 0.227)
H (1.150, 1.272, 1.730)
H (0.410, 1.758, -0.058)
H (-0.386, -2.288, -0.659)
H (2.391, -1.034, -0.537)

Summary:
Highest occupied orbital energy (alpha / beta)   -2.71 / -3.32 eV
Relative energy (zero: lowest compared OMol25 entry of this formula, charge and spin)   398.8 kJ/mol
F_max   6.50 eV Å⁻¹
Orbital gap (alpha / beta)   0.236 / 0.273 Eh
Net charge   -1



No. 16
ORCA calculation (ωB97M-V/def2-TZVPD) on C2H5N5 in the gas phase in a non-equilibrium geometry.

Atoms and positions in Å:
N (-2.321, -0.575, 0.088)
C (-1.030, -0.100, 0.032)
N (-0.755, 1.227, -0.004)
C (0.578, 1.233, -0.036)
N (1.016, -0.012, -0.021)
N (2.339, -0.496, -0.006)
N (0.019, -0.888, -0.019)
H (-2.370, -1.486, -0.372)
H (-3.033, 0.070, -0.135)
H (1.245, 2.047, -0.005)
H (2.419, -0.916, 0.940)
H (2.363, -1.299, -0.666)

Summary:
Highest occupied orbital energy   -8.64 eV
SMILES   Nc1ncn(N)n1
Relative energy (zero: lowest compared OMol25 entry of this formula, charge and spin)   124.4 kJ/mol
F_max   1.88 eV Å⁻¹
Orbital gap   0.357 Eh



No. 17
ORCA calculation (ωB97M-V/def2-TZVPD) on a molecular structure, C2H5N5O in a non-equilibrium geometry.

Atoms and positions in Å:
C (-0.532, -0.536, -0.143)
C (1.458, -0.109, -0.203)
H (-2.617, -0.625, -0.247)
H (-1.775, -2.275, -0.575)
H (2.483, -1.300, 1.000)
H (1.138, 1.795, -0.896)
H (-0.956, 2.469, 0.692)
N (-1.776, -1.040, 0.159)
N (0.396, -1.189, 0.167)
N (2.616, -0.337, 0.430)
N (0.777, 0.852, -0.850)
N (-0.589, 0.838, -0.411)
O (-0.623, 1.457, 0.878)

Summary:
Highest occupied orbital energy   -9.41 eV
Relative energy (zero: lowest compared OMol25 entry of this formula, charge and spin)   606.8 kJ/mol
F_max   10.49 eV Å⁻¹
Orbital gap   0.349 Eh



No. 18
ORCA calculation (ωB97M-V/def2-TZVPD) on a molecular structure, C2H5N5O in a non-equilibrium geometry.

Atoms and positions in Å:
C (-1.963, -0.296, 0.204)
C (0.208, -0.957, -0.023)
H (-2.865, -0.486, 1.213)
H (-1.383, 0.648, 0.549)
H (-2.396, -0.238, -0.806)
H (1.713, 1.466, -1.102)
H (0.305, 2.262, -0.100)
N (-0.996, -1.340, -0.070)
N (1.417, -1.739, -0.366)
N (2.430, -1.112, -0.017)
N (0.807, 0.363, 0.433)
N (0.619, 1.334, -0.580)
O (2.103, 0.096, 0.665)

Summary:
Highest occupied orbital energy   -9.59 eV
Relative energy (zero: lowest compared OMol25 entry of this formula, charge and spin)   610.1 kJ/mol
F_max   4.71 eV Å⁻¹
Orbital gap   0.341 Eh



No. 19
ORCA calculation (ωB97M-V/def2-TZVPD) on C2H5NO in the gas phase in a non-equilibrium geometry.

Atoms and positions in Å:
C (0.681, 1.240, 0.298)
N (0.609, -0.024, -0.026)
C (-0.957, -0.877, -0.086)
O (1.524, -0.782, -0.344)
H (1.640, 1.677, 0.058)
H (-0.088, 1.949, 0.267)
H (-1.662, -0.302, 0.507)
H (-1.194, -1.145, -1.082)
H (-0.551, -1.735, 0.408)

Summary:
Highest occupied orbital energy   -8.93 eV
SMILES   C=[N+](C)[O-]
Relative energy (zero: lowest compared OMol25 entry of this formula, charge and spin)   404.1 kJ/mol
F_max   4.14 eV Å⁻¹
Orbital gap   0.363 Eh



No. 20
ORCA calculation (ωB97M-V/def2-TZVPD) on C2H5NO in the gas phase in a non-equilibrium geometry.

Atoms and positions in Å:
C (-0.794, 0.403, 1.419)
N (-0.017, 0.590, 0.194)
C (0.204, -0.594, -0.469)
O (0.741, -0.429, -1.528)
H (-0.209, -0.195, 2.116)
H (-1.771, -0.250, 1.152)
H (-0.989, 1.275, 1.986)
H (0.820, 1.165, -0.011)
H (-0.120, -1.549, -0.076)

Summary:
Highest occupied orbital energy   -9.60 eV
SMILES   CNC=O
Relative energy (zero: lowest compared OMol25 entry of this formula, charge and spin)   148.4 kJ/mol
F_max   2.96 eV Å⁻¹
Orbital gap   0.388 Eh